The following is a quantum chemistry calculation of a molecular structure, C50H40N3O3P2S2W, from the Open Molecules 2025 dataset.

Output
LUMO level: -10.3837 eV
charge: +3

Each line ends with the Löwdin charge.
Positions of all 101 atoms, in Å:
W1 -0.64 0.35 0.90  1.75
C1 -2.04 -2.93 3.27  0.04
C2 -2.28 -1.82 2.33  -0.22
N1 -1.34 -1.37 1.52  -0.16
N2 0.03 -1.45 1.75  -0.16
C3 0.42 -0.92 2.97  -1.11
S1 -0.44 0.46 3.51  0.78
S2 1.75 -1.56 3.78  1.07
C4 2.44 -2.84 2.64  -0.33
C5 1.66 -4.12 2.48  -0.31
C6 0.97 -4.40 1.30  -0.07
C7 0.31 -5.61 1.16  -0.07
C8 0.34 -6.56 2.17  -0.06
C9 1.04 -6.29 3.34  -0.05
C10 1.69 -5.07 3.49  -0.04
C11 -3.54 -1.15 2.18  -0.09
C12 -4.72 -1.68 2.73  0.02
C13 -5.91 -0.98 2.67  -0.01
C14 -5.94 0.27 2.04  0.01
C15 -4.79 0.83 1.51  0.03
C16 -3.59 0.13 1.56  -0.24
O1 -2.49 0.74 1.09  -0.25
H1 -1.01 -3.28 3.22  0.08
H2 -2.69 -3.76 3.02  0.12
H3 -2.28 -2.63 4.30  0.13
H4 3.40 -3.05 3.12  0.10
H5 2.62 -2.33 1.70  0.07
H6 0.95 -3.68 0.49  0.10
H7 -0.22 -5.83 0.23  0.11
H8 -0.16 -7.51 2.04  0.12
H9 1.08 -7.03 4.13  0.12
H10 2.25 -4.87 4.40  0.12
H11 -4.70 -2.64 3.22  0.13
H12 -6.80 -1.38 3.11  0.13
H13 -6.87 0.82 1.98  0.13
H14 -4.80 1.81 1.06  0.13
O2 1.39 0.79 1.06  -0.51
P1 2.39 1.59 0.17  0.87
C17 1.78 3.33 0.09  -0.24
P2 -0.04 3.45 -0.04  0.88
O3 -0.57 2.34 0.93  -0.49
C18 -0.58 3.00 -1.70  -0.29
C19 0.09 3.45 -2.83  -0.08
C20 -0.41 3.17 -4.09  -0.04
C21 -1.60 2.47 -4.22  -0.03
C22 -2.30 2.07 -3.10  -0.04
C23 -1.80 2.34 -1.84  -0.11
C24 -0.74 5.02 0.41  -0.29
C25 -2.12 5.04 0.60  -0.07
C26 -2.76 6.25 0.83  -0.04
C27 -2.02 7.43 0.86  -0.02
C28 -0.64 7.40 0.67  -0.04
C29 0.01 6.20 0.43  -0.06
C30 3.98 1.67 0.97  -0.30
C31 4.02 2.05 2.31  -0.07
C32 5.25 2.19 2.93  -0.04
C33 6.42 1.96 2.22  -0.02
C34 6.37 1.58 0.88  -0.04
C35 5.15 1.43 0.25  -0.05
C36 2.47 0.77 -1.42  -0.31
C37 2.43 -0.62 -1.39  -0.10
C38 2.60 -1.34 -2.56  -0.05
C39 2.80 -0.67 -3.76  -0.04
C40 2.86 0.72 -3.79  -0.04
C41 2.72 1.44 -2.62  -0.07
H15 2.28 3.87 -0.72  0.08
H16 2.07 3.79 1.03  0.09
H17 0.99 4.05 -2.73  0.11
H18 0.12 3.52 -4.97  0.12
H19 -2.00 2.27 -5.21  0.12
H20 -3.26 1.57 -3.21  0.12
H21 -2.39 2.10 -0.96  0.08
H22 -2.69 4.12 0.59  0.10
H23 -3.82 6.28 0.99  0.12
H24 -2.52 8.37 1.03  0.13
H25 -0.07 8.32 0.71  0.12
H26 1.08 6.18 0.29  0.11
H27 3.10 2.22 2.86  0.11
H28 5.30 2.49 3.97  0.12
H29 7.38 2.08 2.70  0.13
H30 7.29 1.40 0.33  0.12
H31 5.11 1.14 -0.79  0.11
H32 2.30 -1.14 -0.45  0.09
H33 2.59 -2.42 -2.55  0.12
H34 2.93 -1.23 -4.68  0.12
H35 3.04 1.24 -4.72  0.12
H36 2.83 2.52 -2.63  0.10
N3 -2.57 -6.44 -5.93  0.22
C42 -2.28 -5.56 -5.25  -0.15
C43 -1.93 -4.47 -4.39  -0.18
C44 -1.17 -3.41 -4.88  0.01
C45 -0.85 -2.35 -4.05  0.01
C46 -1.27 -2.36 -2.72  -0.23
C47 -2.04 -3.43 -2.23  0.00
C48 -2.37 -4.48 -3.06  0.01
C49 -0.94 -1.33 -1.81  0.00
C50 -0.66 -0.46 -1.00  -0.09
H37 -0.86 -3.41 -5.92  0.14
H38 -0.27 -1.52 -4.42  0.12
H39 -2.37 -3.42 -1.20  0.12
H40 -2.96 -5.31 -2.70  0.14


The following is a quantum chemistry calculation of a molecular structure, C21H28ClHoN3O3, from the Open Molecules 2025 dataset.

Output
LUMO level (spin up / spin down): 2.7958 / 2.7593 eV
2S+1: 5
charge: -1

Each line ends with the Löwdin charge.
Positions of all 57 atoms, in Å:
Ho1 -0.07 -0.03 -0.10  0.72
Cl1 2.01 -0.17 -1.44  -0.12
N1 0.17 2.34 -0.08  0.05
N2 -0.06 -2.38 0.24  0.05
C1 -0.89 3.06 -0.40  -0.34
C2 -0.90 -3.14 -0.44  -0.34
C3 1.22 3.25 0.43  -0.56
C4 0.47 4.57 0.57  -0.05
C5 2.34 3.36 -0.58  -0.05
C6 1.75 2.74 1.76  -0.04
H1 1.95 3.74 -1.54  0.09
H2 2.80 2.38 -0.76  0.03
H3 3.09 4.07 -0.21  0.08
H4 0.94 2.65 2.49  0.08
H5 2.49 3.46 2.13  0.09
H6 2.23 1.76 1.64  0.08
C7 0.87 -3.28 0.97  -0.55
C8 0.59 -4.64 0.33  -0.05
C9 0.51 -3.29 2.45  -0.03
C10 2.31 -2.82 0.79  -0.07
H7 2.55 -2.71 -0.27  0.05
H8 2.98 -3.57 1.24  0.08
H9 2.48 -1.86 1.29  0.08
H10 -0.54 -3.57 2.58  0.09
H11 0.67 -2.30 2.90  0.07
H12 1.14 -4.03 2.96  0.08
O1 -0.62 -4.43 -0.48  0.02
H13 0.37 -5.44 1.04  0.13
H14 1.39 -4.95 -0.36  0.13
O2 -0.83 4.34 -0.11  0.02
H15 0.95 5.42 0.07  0.12
H16 0.25 4.83 1.61  0.13
C11 -2.12 2.48 -1.04  -0.05
C12 -2.10 -2.60 -1.16  -0.06
C13 -1.77 -1.28 -1.83  -0.28
H17 -2.87 -2.44 -0.40  0.13
H18 -2.46 -3.36 -1.86  0.11
C14 -2.08 -0.06 -1.17  -0.24
C15 -1.80 1.20 -1.78  -0.28
H19 -2.39 -0.08 -0.07  0.10
C16 -1.21 1.22 -3.05  -0.26
C17 -0.89 0.01 -3.67  -0.08
C18 -0.89 2.52 -3.73  -0.04
C19 -1.16 -1.24 -3.09  -0.26
H20 -0.42 0.03 -4.65  0.09
C20 -0.79 -2.51 -3.80  -0.04
H21 -0.48 -2.29 -4.83  0.07
H22 -1.62 -3.22 -3.84  0.07
H23 0.06 -3.01 -3.30  0.09
H24 -1.72 3.23 -3.69  0.07
H25 -0.65 2.35 -4.78  0.07
H26 -0.01 3.01 -3.28  0.08
H27 -2.56 3.24 -1.69  0.12
H28 -2.84 2.28 -0.22  0.13
O3 -0.76 0.62 4.41  0.00
C21 -0.61 0.38 3.25  -0.56
N3 -0.45 0.15 2.07  -0.05


The following is a quantum chemistry calculation of a single C3H5N3O molecule, from the Open Molecules 2025 dataset.

Output
LUMO level: 0.5354 eV
energy above the lowest of the compared OMol25 structures with the same formula, charge and spin: 311.45 kJ/mol
charge: 0

Each line ends with the Löwdin charge.
Positions of all 12 atoms, in Å:
N1 -1.77 1.24 -0.31  0.06
C1 -0.76 0.28 -0.05  -0.48
C2 -0.89 -1.04 0.13  -0.05
N2 0.63 -1.38 0.24  0.07
C3 1.46 -0.12 0.37  -0.48
O1 2.63 -0.11 0.68  0.10
N3 0.57 0.83 0.07  0.16
H1 -1.63 1.64 -1.24  0.08
H2 -2.65 0.74 -0.33  0.08
H3 0.73 -1.78 -0.69  0.15
H4 0.92 -2.09 0.91  0.16
H5 0.77 1.80 0.21  0.16


The following is a quantum chemistry calculation of 10 unconnected molecules or ions with the total composition ClH18O13, from the Open Molecules 2025 dataset.

Output
LUMO level: 2.8607 eV
energy above the lowest of the compared OMol25 structures with the same formula, charge and spin: 138.34 kJ/mol
charge: -1

Each line ends with the Löwdin charge.
Positions of all 32 atoms, in Å:
Cl1 10.59 9.42 21.01  0.84
O1 10.31 8.61 19.75  -0.33
O2 9.34 10.05 21.55  -0.35
O3 11.24 8.51 21.97  -0.35
O4 11.56 10.52 20.68  -0.38
O5 9.89 12.57 19.65  -0.04
H1 9.83 13.51 19.73  0.03
H2 10.57 12.22 20.23  0.00
O6 9.29 8.71 16.65  -0.05
H3 9.30 9.36 17.39  0.06
H4 9.45 9.18 15.85  0.02
O7 13.57 8.83 19.18  -0.05
H5 13.63 7.98 19.55  -0.01
H6 13.03 9.33 19.83  0.00
O8 11.93 10.66 17.87  -0.06
H7 11.57 11.45 17.47  0.02
H8 11.35 10.55 18.65  -0.03
O9 7.46 8.36 21.60  -0.07
H9 8.16 7.71 21.43  0.02
H10 7.97 9.11 21.84  -0.06
O10 11.46 6.36 18.84  -0.07
H11 11.63 5.43 18.64  0.05
H12 11.59 6.33 19.80  -0.01
O11 7.05 12.19 20.54  -0.07
H13 7.94 11.84 20.61  -0.01
H14 6.58 11.95 19.74  0.03
O12 11.81 5.83 21.59  -0.05
H15 11.69 6.78 21.65  -0.02
H16 10.94 5.44 21.46  0.05
O13 8.58 6.58 18.55  -0.10
H17 8.81 7.12 17.78  -0.01
H18 9.48 6.63 18.96  -0.02


The following is a quantum chemistry calculation of a molecular structure, C48H65IrN5O2PS, from the Open Molecules 2025 dataset.

Output
LUMO level (spin up / spin down): -3.1669 / -3.1710 eV
2S+1: 2
energy above the lowest of the compared OMol25 structures with the same formula, charge and spin: 85.12 kJ/mol
charge: +1

Each line ends with the Löwdin charge.
Positions of all 123 atoms, in Å:
Ir1 0.31 -0.91 -0.19  1.25
O1 0.35 2.80 1.37  0.11
C1 0.02 1.73 0.95  -0.50
N1 0.74 0.53 1.11  -0.07
C2 1.63 0.25 2.11  -0.50
O2 1.95 0.93 3.05  0.12
C3 2.19 -1.16 1.96  -0.18
C4 3.09 -1.64 2.89  0.03
C5 3.52 -2.95 2.79  -0.02
C6 3.01 -3.75 1.78  -0.03
C7 2.11 -3.20 0.88  -0.12
N2 1.73 -1.93 0.96  -0.06
C8 -1.27 1.47 0.18  -0.75
C9 -2.00 2.65 -0.31  -0.17
C10 -2.87 2.51 -1.36  -0.09
C11 -3.01 1.26 -1.99  -0.08
C12 -2.11 0.25 -1.67  -0.20
N3 -1.16 0.38 -0.76  -0.15
H1 3.42 -0.96 3.67  0.13
H2 4.23 -3.35 3.50  0.12
H3 3.29 -4.79 1.69  0.12
H4 1.69 -3.79 0.08  0.11
H5 -1.78 3.60 0.17  0.11
H6 -3.46 3.35 -1.69  0.11
H7 -3.73 1.10 -2.77  0.10
H8 -2.11 -0.66 -2.26  0.11
C13 -3.26 -4.23 4.93  -0.03
C14 -3.99 -3.62 3.72  -0.55
C15 -4.79 -4.72 3.02  -0.06
C16 -4.96 -2.53 4.21  -0.03
C17 -2.97 -2.98 2.80  -0.13
C18 -2.15 -1.95 3.26  0.02
C19 -1.24 -1.36 2.42  -0.12
N4 -1.08 -1.74 1.15  -0.02
C20 -1.85 -2.73 0.68  -0.17
C21 -2.79 -3.36 1.48  0.07
C22 -1.62 -3.10 -0.73  -0.17
C23 -2.43 -3.98 -1.41  0.06
C24 -2.21 -4.30 -2.75  -0.13
C25 -1.12 -3.68 -3.35  0.04
C26 -0.35 -2.81 -2.62  -0.10
N5 -0.57 -2.49 -1.34  -0.04
C27 -3.14 -5.27 -3.47  -0.56
C28 -3.10 -6.62 -2.75  -0.03
C29 -4.57 -4.70 -3.43  -0.03
C30 -2.73 -5.46 -4.93  -0.06
H9 -3.98 -4.69 5.60  0.09
H10 -2.70 -3.48 5.49  0.08
H11 -2.56 -5.01 4.61  0.09
H12 -5.51 -5.14 3.72  0.09
H13 -4.15 -5.53 2.68  0.09
H14 -5.35 -4.33 2.17  0.09
H15 -5.71 -2.98 4.86  0.09
H16 -5.48 -2.06 3.37  0.10
H17 -4.45 -1.75 4.77  0.08
H18 -2.23 -1.58 4.27  0.13
H19 -0.62 -0.54 2.76  0.10
H20 -3.38 -4.17 1.07  0.10
H21 -3.27 -4.42 -0.89  0.11
H22 -0.87 -3.86 -4.38  0.12
H23 0.49 -2.32 -3.09  0.07
H24 -3.43 -6.54 -1.72  0.08
H25 -2.10 -7.04 -2.76  0.09
H26 -3.77 -7.32 -3.26  0.09
H27 -4.93 -4.58 -2.41  0.08
H28 -5.25 -5.38 -3.95  0.09
H29 -4.62 -3.73 -3.93  0.10
H30 -1.73 -5.89 -5.01  0.09
H31 -2.76 -4.53 -5.49  0.09
H32 -3.42 -6.16 -5.41  0.09
S1 -2.58 1.30 1.49  0.74
C31 5.52 -2.94 -2.40  -0.19
C32 4.16 -3.58 -2.16  -0.18
C33 3.05 -2.54 -2.35  -0.21
C34 3.48 -1.13 -1.89  -0.41
C35 4.53 -1.22 -0.77  -0.18
C36 5.81 -1.90 -1.31  -0.17
P1 2.02 0.00 -1.65  1.07
C37 2.93 1.58 -1.23  -0.38
C38 2.31 2.88 -1.76  -0.18
C39 3.31 4.03 -1.65  -0.18
C40 3.85 4.21 -0.23  -0.19
C41 4.42 2.89 0.30  -0.18
C42 3.34 1.81 0.23  -0.21
C43 1.52 0.20 -3.42  -0.41
C44 0.30 1.09 -3.73  -0.20
C45 -0.31 0.64 -5.06  -0.17
C46 0.79 0.29 -6.08  -0.19
C47 2.08 1.04 -5.75  -0.18
C48 2.66 0.56 -4.41  -0.18
H33 5.52 -2.46 -3.39  0.12
H34 6.31 -3.69 -2.43  0.11
H35 4.13 -3.97 -1.13  0.10
H36 3.99 -4.43 -2.82  0.12
H37 2.16 -2.85 -1.81  0.05
H38 2.79 -2.50 -3.41  0.11
H39 4.00 -0.65 -2.72  0.10
H40 4.14 -1.78 0.08  0.09
H41 4.79 -0.24 -0.41  0.09
H42 6.32 -2.38 -0.47  0.11
H43 6.49 -1.13 -1.70  0.11
H44 3.85 1.42 -1.81  0.11
H45 1.40 3.12 -1.20  0.12
H46 2.03 2.78 -2.81  0.08
H47 2.85 4.95 -2.00  0.12
H48 4.15 3.83 -2.33  0.12
H49 3.04 4.53 0.43  0.12
H50 4.61 4.99 -0.22  0.11
H51 4.75 3.01 1.33  0.12
H52 5.30 2.59 -0.29  0.12
H53 2.49 2.18 0.80  0.08
H54 3.69 0.90 0.72  0.09
H55 1.21 -0.81 -3.68  0.07
H56 0.61 2.13 -3.82  0.10
H57 -0.44 1.06 -2.94  0.07
H58 -0.94 1.43 -5.45  0.12
H59 -0.96 -0.23 -4.90  0.10
H60 0.46 0.51 -7.09  0.11
H61 1.01 -0.79 -6.07  0.11
H62 1.87 2.11 -5.71  0.12
H63 2.83 0.91 -6.53  0.12
H64 3.32 1.32 -4.00  0.11
H65 3.27 -0.33 -4.60  0.11


The following is a quantum chemistry calculation of a single C6H4S molecule, from the Open Molecules 2025 dataset.

Output
LUMO level (spin up / spin down): -1.0879 / -2.6956 eV
energy above the lowest of the compared OMol25 structures with the same formula, charge and spin: 535.38 kJ/mol
charge: 0

Each line ends with the Löwdin charge.
Positions of all 11 atoms, in Å:
C1 -0.46 -1.27 -0.02  -0.32
C2 -1.38 0.99 -0.03  -0.58
C3 -0.24 0.18 -0.18  -0.30
C4 0.16 -2.42 -0.06  0.20
C5 1.20 0.63 -0.12  -0.18
C6 2.30 0.02 0.09  0.14
S1 -2.94 0.35 0.13  0.69
H1 -1.61 -1.53 0.05  0.07
H2 -1.32 2.16 0.02  0.10
H3 1.44 1.70 0.30  0.14
H4 2.86 -0.82 -0.19  0.04


Across the entries above, max |F| takes the values 2.01 3.87 0.61 3.75 0.13 4.26 eV/Å, respectively.